Entry from the OMol25 dataset: one molecule with the formula C25H19N3O2S at a distorted geometry (ωB97M-V/def2-TZVPD).

M: 425.5 g mol⁻¹
frontier orbital gap: 8.68 eV
SMILES: O=C(CSc1nc(-c2ccccc2)nc2c1Cc1ccccc1O2)Nc1ccccc1
multiplicity: 1
LUMO: 0.32 eV

Geometry (Å):
O 1.560 2.877 2.255
C 0.449 2.741 1.799
C -0.023 3.664 0.679
S -1.217 2.934 -0.471
C -0.411 1.416 -0.870
N 0.709 1.130 -0.229
C 1.270 -0.051 -0.478
C 2.481 -0.418 0.253
C 2.917 -1.743 0.229
C 4.049 -2.112 0.927
C 4.759 -1.167 1.652
C 4.334 0.151 1.672
C 3.202 0.529 0.975
N 0.788 -0.936 -1.343
C -0.314 -0.628 -2.006
C -1.001 0.572 -1.803
C -2.269 0.899 -2.524
C -2.594 -0.153 -3.549
C -3.681 0.002 -4.400
C -3.997 -0.962 -5.339
C -3.221 -2.105 -5.440
C -2.134 -2.277 -4.606
C -1.821 -1.304 -3.662
O -0.720 -1.561 -2.879
N -0.499 1.883 2.248
C -0.334 0.766 3.074
C 0.883 0.438 3.661
C 0.982 -0.702 4.438
C -0.119 -1.515 4.646
C -1.332 -1.184 4.066
C -1.441 -0.053 3.280
H -0.525 4.536 1.102
H 0.851 3.994 0.116
H 2.352 -2.464 -0.340
H 4.382 -3.140 0.909
H 5.644 -1.459 2.200
H 4.887 0.890 2.234
H 2.870 1.554 0.992
H -2.178 1.882 -3.001
H -3.091 0.986 -1.801
H -4.282 0.896 -4.315
H -4.846 -0.821 -5.990
H -3.461 -2.863 -6.170
H -1.511 -3.155 -4.663
H -1.402 1.936 1.791
H 1.741 1.068 3.501
H 1.933 -0.955 4.883
H -0.034 -2.401 5.257
H -2.198 -1.812 4.222
H -2.387 0.198 2.820

***

Entry from the OMol25 dataset: C25H19N6O4RuSSe as an isolated structure (ωB97M-V/def2-TZVPD).

M: 679.6 g mol⁻¹
frontier orbital gap (spin up / spin down): 6.94 / 6.28 eV
multiplicity: 5
LUMO (spin up / spin down): -3.95 / -5.23 eV
relative energy (zero: lowest compared OMol25 entry of this formula, charge and spin): 1.7 kcal per mole
net charge: +1

Geometry (Å):
Ru -0.387 -0.795 1.112
N 0.599 0.979 4.906
C 0.055 0.640 3.727
S -0.311 -1.062 3.471
N -0.170 1.589 2.858
N -0.708 1.064 1.709
C -1.328 1.853 0.886
C -1.448 3.306 1.083
C -0.974 4.159 0.087
C -1.065 5.533 0.250
C -1.647 6.055 1.396
C -2.128 5.206 2.385
C -2.018 3.833 2.239
C -2.007 1.181 -0.256
C -2.797 1.850 -1.168
C -3.475 1.117 -2.138
C -3.365 -0.258 -2.153
C -2.560 -0.866 -1.200
N -1.896 -0.165 -0.289
H 0.680 0.301 5.643
H 0.733 1.954 5.118
H -0.506 3.750 -0.800
H -0.682 6.192 -0.517
H -1.723 7.126 1.521
H -2.584 5.614 3.276
H -2.390 3.171 3.010
H -2.899 2.923 -1.110
H -4.097 1.626 -2.863
H -3.892 -0.862 -2.877
H -2.445 -1.941 -1.160
O -0.052 -2.639 0.266
C 0.240 -2.897 -0.922
C 0.498 -1.981 -1.975
C 0.506 -2.542 -3.273
C 0.611 -1.731 -4.356
C 0.745 -0.337 -4.217
C 0.785 0.224 -2.975
C 0.680 -0.567 -1.797
O 0.782 -0.010 -0.645
N 0.568 -2.322 -5.701
O 0.694 -1.565 -6.639
O 0.495 -3.529 -5.779
H 0.267 -3.960 -1.180
H 0.404 -3.611 -3.416
H 0.824 0.267 -5.111
H 0.919 1.290 -2.845
Se 2.417 -0.834 1.398
C 3.069 -2.555 1.840
C 2.554 -3.332 2.868
C 3.124 -4.579 3.080
N 4.117 -5.085 2.349
C 4.596 -4.322 1.367
C 4.122 -3.051 1.077
H 1.740 -2.987 3.491
H 2.752 -5.210 3.879
H 5.410 -4.741 0.786
H 4.568 -2.467 0.284

***

Entry from the OMol25 dataset: C25H20BBrIN3O6Sr as an isolated structure (ωB97M-V/def2-TZVPD).

M: 763.7 g mol⁻¹
frontier orbital gap: 3.76 eV
multiplicity: 1
LUMO: 3.85 eV
relative energy (zero: lowest compared OMol25 entry of this formula, charge and spin): 19.6 kcal per mole
net charge: -2

Geometry (Å):
Sr 0.185 0.035 -0.383
O -3.926 -4.347 3.882
C -3.380 -3.080 3.807
O -3.554 -2.343 4.727
C -2.630 -2.805 2.566
C -2.381 -3.747 1.571
N -1.665 -3.135 0.623
N -1.424 -1.865 0.926
C -1.989 -1.616 2.092
C -1.797 -0.166 2.608
O -2.396 0.180 3.617
O -1.014 0.495 1.864
H -3.739 -4.835 3.076
H -2.637 -4.790 1.468
H -1.254 -3.480 -0.237
Br 1.743 6.297 2.420
C 2.619 5.395 0.990
C 3.501 6.135 0.215
C 4.150 5.530 -0.846
C 3.925 4.189 -1.127
C 3.059 3.452 -0.336
C 2.388 4.051 0.728
I 1.004 2.883 1.754
H 3.653 7.183 0.437
H 4.808 6.116 -1.476
H 4.377 3.721 -1.993
H 2.816 2.431 -0.608
C 3.594 0.001 -3.091
C 3.191 1.391 -3.471
C 3.937 2.127 -4.365
C 3.586 3.428 -4.748
C 2.415 3.959 -4.201
C 1.636 3.270 -3.295
C 0.382 3.882 -2.748
C 1.985 1.930 -2.841
N 1.307 1.268 -1.942
H 4.488 -0.319 -3.635
H 2.781 -0.708 -3.282
H 3.781 -0.083 -2.013
H 4.832 1.672 -4.792
H 4.185 3.991 -5.455
H 2.106 4.966 -4.483
H 0.310 4.943 -3.006
H 0.331 3.766 -1.659
H -0.510 3.367 -3.128
O -0.134 -3.066 -2.787
B 0.662 -2.516 -1.694
O 1.834 -3.370 -1.667
C 1.745 -4.277 -2.664
C 2.633 -5.271 -3.026
C 2.282 -6.088 -4.102
C 1.085 -5.905 -4.783
C 0.192 -4.898 -4.414
C 0.544 -4.094 -3.348
H 3.566 -5.397 -2.493
H 2.960 -6.873 -4.415
H 0.844 -6.550 -5.620
H -0.739 -4.737 -4.943

***

Entry from the OMol25 dataset: C25H20BrClO5V as an isolated structure at a distorted geometry (ωB97M-V/def2-TZVPD).

M: 566.7 g mol⁻¹
frontier orbital gap: 6.53 eV
multiplicity: 1
LUMO: -4.88 eV
relative energy (zero: lowest compared OMol25 entry of this formula, charge and spin): 16.1 kcal per mole
net charge: +1

Geometry (Å):
V 0.038 0.647 0.611
O 1.192 -2.504 -1.229
C 1.193 -1.321 -1.132
O 0.363 -0.647 -0.279
C 2.026 -0.395 -2.006
C 1.072 0.330 -3.011
C 1.902 0.819 -4.201
C 2.667 1.999 -3.556
C 2.083 2.001 -2.137
O 0.745 1.531 -2.318
C 2.701 0.846 -1.317
C 2.370 0.945 0.170
O 1.322 1.744 0.489
O 2.961 0.326 1.012
H 2.744 -1.024 -2.522
H 0.174 -0.229 -3.268
H 2.550 0.037 -4.593
H 1.245 1.157 -5.000
H 3.747 1.859 -3.551
H 2.446 2.938 -4.057
H 2.083 2.964 -1.636
H 3.783 0.794 -1.400
Br -0.872 2.683 2.143
C -2.001 3.331 0.738
C -2.574 4.563 0.836
C -3.424 4.993 -0.198
C -3.701 4.162 -1.246
C -3.149 2.862 -1.318
C -3.520 1.953 -2.334
C -3.062 0.666 -2.312
C -2.128 0.260 -1.343
C -1.659 1.132 -0.382
C -2.233 2.432 -0.318
H -2.387 5.194 1.694
H -3.871 5.975 -0.139
H -4.369 4.480 -2.037
H -4.193 2.288 -3.113
H -3.388 -0.048 -3.057
H -1.780 -0.765 -1.370
Cl 2.007 -2.707 1.991
C 0.296 -2.877 1.867
C -0.251 -4.119 1.602
C -1.625 -4.260 1.492
C -2.458 -3.161 1.658
C -1.913 -1.929 1.956
C -0.526 -1.754 2.075
C 0.018 -0.440 2.435
H 0.400 -4.974 1.478
H -2.048 -5.233 1.284
H -3.530 -3.275 1.570
H -2.557 -1.072 2.124
H 1.045 -0.454 2.795
H -0.641 0.094 3.116

***

Entry from the OMol25 dataset: C25H20BrF6N3O5PRb as an isolated structure (ωB97M-V/def2-TZVPD).

M: 752.8 g mol⁻¹
frontier orbital gap (spin up / spin down): 8.18 / 8.09 eV
multiplicity: 2
LUMO (spin up / spin down): 1.91 / 1.91 eV
relative energy (zero: lowest compared OMol25 entry of this formula, charge and spin): 9.8 kcal per mole
net charge: -1

Geometry (Å):
Rb -1.141 0.808 0.513
C -3.029 3.377 3.154
C -2.114 2.261 3.583
O -1.031 2.093 3.043
N -2.569 1.440 4.568
C -1.918 0.176 4.834
C -2.555 -0.989 4.115
C -2.910 -2.132 4.815
C -3.439 -3.211 4.121
C -3.589 -3.101 2.755
C -3.209 -1.916 2.141
N -2.714 -0.870 2.792
H -3.487 3.080 2.209
H -2.435 4.262 2.943
H -3.811 3.603 3.880
H -3.541 1.551 4.809
H -1.897 -0.016 5.908
H -0.887 0.290 4.498
H -2.752 -2.171 5.885
H -3.708 -4.122 4.641
H -3.956 -3.918 2.150
H -3.274 -1.827 1.064
Br 0.472 -0.977 -2.351
C 1.186 -0.590 -4.043
C 1.650 -1.582 -4.857
C 2.193 -1.255 -6.118
C 2.263 0.039 -6.545
C 1.784 1.091 -5.726
C 1.821 2.452 -6.124
C 1.337 3.441 -5.316
C 0.776 3.141 -4.044
C 0.771 1.842 -3.692
C 1.239 0.768 -4.455
H 1.604 -2.613 -4.533
H 2.559 -2.055 -6.749
H 2.683 0.280 -7.514
H 2.240 2.694 -7.094
H 1.372 4.471 -5.650
H 0.367 3.906 -3.403
O -0.458 -3.646 1.858
C 0.028 -2.721 1.198
O -0.561 -1.814 0.555
C 1.560 -2.643 1.133
C 2.308 -3.816 1.131
C 3.689 -3.784 1.035
C 4.301 -2.543 0.975
C 3.599 -1.351 1.001
C 2.215 -1.419 1.071
N 5.774 -2.489 0.893
O 6.305 -1.396 0.853
O 6.383 -3.542 0.831
H 1.777 -4.755 1.214
H 4.288 -4.682 1.015
H 4.125 -0.410 0.966
H 1.651 -0.494 1.099
F -2.787 2.827 -0.256
P -1.911 3.991 -1.016
F -1.836 4.814 0.369
F -1.981 3.114 -2.369
F -3.260 4.755 -1.418
F -0.553 3.179 -0.591
F -1.006 5.103 -1.753

***

Entry from the OMol25 dataset: C25H20Cl2NOPS4Tm as an isolated structure at a distorted geometry (ωB97M-V/def2-TZVPD).

M: 749.5 g mol⁻¹
frontier orbital gap (spin up / spin down): 3.51 / 5.97 eV
multiplicity: 4
LUMO (spin up / spin down): 4.28 / 4.28 eV
relative energy (zero: lowest compared OMol25 entry of this formula, charge and spin): 7.6 kcal per mole
net charge: -2

Geometry (Å):
Tm -0.096 -0.233 0.462
O 1.457 -1.585 0.912
N 1.406 -2.371 1.980
C 1.417 -3.704 1.773
C 1.427 -4.579 2.823
C 1.411 -4.037 4.119
C 1.369 -2.682 4.302
C 1.333 -1.771 3.211
S 1.178 -0.099 3.338
H 1.412 -3.969 0.727
H 1.425 -5.641 2.634
H 1.420 -4.693 4.981
H 1.336 -2.244 5.289
S 1.880 -0.216 -3.972
C 1.149 -0.181 -2.465
S -0.064 -1.350 -1.998
S 1.586 1.015 -1.271
Cl -0.355 2.395 1.562
C -1.673 3.422 0.899
C -1.837 4.611 1.538
C -2.854 5.509 1.105
C -3.634 5.108 0.008
C -3.451 3.907 -0.620
C -2.446 2.947 -0.193
P -2.130 1.448 -1.019
C -2.170 1.852 -2.827
C -0.991 2.255 -3.449
C -0.985 2.632 -4.783
C -2.162 2.630 -5.518
C -3.347 2.242 -4.908
C -3.346 1.855 -3.576
C -3.708 0.476 -0.924
C -4.738 0.867 -0.071
C -5.876 0.084 0.077
C -5.995 -1.109 -0.621
C -4.969 -1.511 -1.466
C -3.837 -0.727 -1.615
H -1.193 4.860 2.368
H -3.004 6.458 1.598
H -4.406 5.773 -0.368
H -4.068 3.652 -1.473
H -0.062 2.254 -2.894
H -0.045 2.903 -5.246
H -2.155 2.920 -6.563
H -4.275 2.233 -5.468
H -4.279 1.544 -3.122
H -4.635 1.793 0.483
H -6.666 0.407 0.745
H -6.876 -1.728 -0.498
H -5.041 -2.450 -2.001
H -3.034 -1.057 -2.265
Cl -1.877 -2.513 1.062
C -2.002 -0.790 1.842
H -1.801 -0.981 2.901
H -3.050 -0.515 1.711

***

Entry from the OMol25 dataset: C25H20Cl3CrN6O4S2 as an isolated structure at a distorted geometry (ωB97M-V/def2-TZVPD).

M: 691.0 g mol⁻¹
frontier orbital gap (spin up / spin down): 6.70 / 6.66 eV
multiplicity: 2
LUMO (spin up / spin down): -1.03 / -1.09 eV
relative energy (zero: lowest compared OMol25 entry of this formula, charge and spin): 8.5 kcal per mole

Geometry (Å):
Cr 1.199 -0.459 -0.551
C 3.339 2.303 -2.345
O 2.265 2.090 -1.452
C 1.094 2.717 -1.672
C 0.957 3.826 -2.504
C -0.234 4.525 -2.571
C -1.322 4.121 -1.816
C -1.217 2.996 -1.028
C -0.032 2.257 -0.952
N 0.011 1.069 -0.207
N -1.000 0.958 0.581
C -1.280 -0.066 1.383
C -0.363 -1.112 1.748
O 0.793 -1.203 1.225
C -0.788 -2.072 2.718
C -2.064 -2.102 3.176
C -3.034 -1.159 2.736
C -4.388 -1.280 3.089
C -5.321 -0.382 2.636
C -4.911 0.703 1.858
C -3.592 0.845 1.503
C -2.628 -0.099 1.895
H 3.044 2.022 -3.361
H 4.143 1.651 -2.002
H 3.685 3.341 -2.317
H 1.796 4.157 -3.094
H -0.304 5.396 -3.204
H -2.251 4.667 -1.852
H -2.055 2.660 -0.441
H -0.054 -2.805 3.024
H -2.381 -2.867 3.872
H -4.687 -2.111 3.710
H -6.366 -0.502 2.880
H -5.636 1.431 1.526
H -3.276 1.690 0.912
N -2.271 -0.286 -1.677
C -1.746 -1.458 -1.306
N -0.476 -1.680 -1.091
C -0.211 -3.015 -0.887
C -1.307 -3.817 -0.873
S -2.738 -2.890 -1.160
C 1.174 -3.400 -0.739
C 1.674 -4.655 -0.579
S 3.396 -4.603 -0.442
C 3.327 -2.854 -0.610
N 2.115 -2.401 -0.766
N 4.439 -2.116 -0.632
H -1.655 0.495 -1.851
H -3.261 -0.134 -1.633
H -1.366 -4.872 -0.706
H 1.153 -5.589 -0.514
H 5.297 -2.518 -0.296
H 4.329 -1.111 -0.499
Cl 1.261 -0.149 -2.789
Cl 3.102 3.377 1.047
C 3.246 1.811 1.856
Cl 1.673 1.306 2.470
C 3.799 0.738 0.869
O 4.998 0.508 0.904
O 2.972 0.168 0.111
H 3.937 1.940 2.692

***

Entry from the OMol25 dataset: C25H20Cl3CrN6O4S2 as an isolated structure (ωB97M-V/def2-TZVPD).

M: 691.0 g mol⁻¹
frontier orbital gap (spin up / spin down): 6.97 / 6.70 eV
multiplicity: 4
LUMO (spin up / spin down): -0.95 / -1.30 eV
relative energy (zero: lowest compared OMol25 entry of this formula, charge and spin): 9.5 kcal per mole

Geometry (Å):
Cr 0.965 1.040 0.391
C 2.857 1.696 -2.054
O 2.192 0.711 -1.240
C 2.598 -0.605 -1.355
C 3.513 -1.044 -2.289
C 3.846 -2.391 -2.313
C 3.275 -3.285 -1.419
C 2.347 -2.838 -0.494
C 2.006 -1.497 -0.467
N 1.028 -0.943 0.403
N 0.308 -1.749 1.040
C -0.621 -1.318 1.940
C -0.699 -0.001 2.445
O 0.023 0.992 2.040
C -1.616 0.262 3.514
C -2.436 -0.702 3.988
C -2.426 -2.029 3.459
C -3.311 -3.013 3.940
C -3.296 -4.281 3.419
C -2.389 -4.594 2.395
C -1.519 -3.650 1.910
C -1.512 -2.344 2.437
H 3.923 1.679 -1.831
H 2.646 1.485 -3.101
H 2.436 2.654 -1.768
H 3.928 -0.367 -3.019
H 4.557 -2.741 -3.050
H 3.547 -4.331 -1.446
H 1.882 -3.513 0.211
H -1.620 1.268 3.910
H -3.128 -0.475 4.791
H -4.005 -2.749 4.729
H -3.978 -5.034 3.790
H -2.379 -5.593 1.977
H -0.832 -3.898 1.113
N -1.754 -0.893 -1.178
C -1.969 0.344 -0.720
N -1.020 1.220 -0.417
C -1.568 2.448 -0.068
C -2.911 2.502 -0.027
S -3.571 0.978 -0.494
C -0.616 3.523 0.187
C -0.849 4.844 0.296
S 0.637 5.684 0.554
C 1.496 4.185 0.491
N 0.717 3.143 0.290
N 2.834 4.122 0.602
H -0.960 -0.925 -1.876
H -2.579 -1.398 -1.460
H -3.539 3.332 0.248
H -1.784 5.368 0.206
H 3.318 4.944 0.921
H 3.203 3.219 0.909
Cl 2.967 1.176 1.577
Cl -0.978 2.436 -5.164
C -1.088 1.079 -4.041
Cl -2.342 -0.081 -4.575
C 0.262 0.329 -3.812
O 1.229 0.615 -4.508
O 0.197 -0.478 -2.845
H -1.439 1.477 -3.093

***

Which of these has the lowest M? C25H19N3O2S

***

Among the records above, which one has the highest multiplicity? C25H19N6O4RuSSe